Below is C2H5IS in the gas phase, with properties calculated with the ωB97M-V functional and the def2-TZVPD basis.

Summary:
Relative energy (zero: lowest compared OMol25 entry of this formula, charge and spin) (kJ/mol): 40.6
Net charge: 0
Calculated total energy (a.u.): -775.05089
SMILES: SCCI

Each line ends with the Mulliken charge.
Atoms and positions in Å:
S: 1.993 0.002 0.438  -0.1837
C: 0.227 0.520 0.378  -0.4420
C: -0.529 -0.605 -0.211  -0.9005
I: -3.020 0.082 -0.036  -0.1282
H: 2.219 0.116 -0.877  0.1331
H: 0.153 1.441 -0.198  0.3415
H: -0.053 0.709 1.412  0.3398
H: -0.550 -1.513 0.371  0.4083
H: -0.441 -0.751 -1.277  0.4318

***

Below is a gas-phase ion, H2N3O2 (charge -1), with properties calculated with the ωB97M-V functional and the def2-TZVPD basis.

Summary:
Relative energy (zero: lowest compared OMol25 entry of this formula, charge and spin) (kJ/mol): 313.9
Net charge: -1
Calculated total energy (a.u.): -315.78941
SMILES: O=NNN[O-]

Each line ends with the Mulliken charge.
Atoms and positions in Å:
O: 2.729 0.205 -0.086  -0.5687
N: 1.623 -0.344 0.076  -0.2098
N: 0.485 0.258 -0.057  0.3031
N: -0.737 -0.429 -0.181  -0.2282
O: -1.809 0.314 0.014  -0.7898
H: 0.229 1.097 -0.593  0.2548
H: -0.672 -1.119 0.591  0.2386

***

Below is a molecular structure, C27H50As3N5O2V, with properties calculated with the ωB97M-V functional and the def2-TZVPD basis.

Summary:
Relative energy (zero: lowest compared OMol25 entry of this formula, charge and spin) (kJ/mol): 30.4
Net charge: +2
2S+1: 2
Calculated total energy (a.u.): -9133.91118
⟨S²⟩: 0.7641

Each line ends with the Mulliken charge.
Atoms and positions in Å:
V: 0.360 0.884 -0.656  0.6152
N: 2.464 0.767 -0.357  -0.6961
C: 3.223 1.755 0.454  -0.7677
C: 2.663 1.846 1.862  -0.2257
C: 1.265 2.428 1.937  -0.6877
N: 0.235 1.515 1.363  0.0192
H: 2.602 -0.161 0.044  -0.4343
H: 2.856 0.699 -1.301  0.3975
H: 3.161 2.718 -0.054  0.3793
H: 4.271 1.456 0.484  0.5357
H: 3.326 2.485 2.447  0.5040
H: 2.692 0.860 2.344  -0.2219
H: 1.213 3.365 1.379  0.4418
H: 0.994 2.636 2.973  0.5259
H: -0.680 1.954 1.488  0.2321
H: 0.180 0.643 1.917  -0.8043
N: -1.280 0.649 -4.057  -0.4982
N: 0.081 0.515 -4.364  -0.0808
C: 1.013 0.276 -3.424  -0.0406
O: 2.205 0.237 -3.556  -0.5630
O: 0.462 0.073 -2.180  0.3718
H: -1.800 -0.082 -4.531  0.2557
H: -1.604 1.548 -4.399  0.2544
H: 0.425 0.686 -5.299  0.2532
C: -1.696 -2.352 4.057  -1.2479
As: -0.280 -1.335 3.176  0.7540
C: 0.196 -0.214 4.715  -1.2706
C: 1.296 -2.504 3.338  -1.1140
C: 1.474 -3.745 2.456  2.7965
C: 0.197 -4.590 2.476  -1.9210
C: 1.894 -3.475 1.005  -1.4459
As: 0.907 -2.343 -0.268  0.9006
C: -0.640 -3.441 -0.728  -1.4257
C: 2.028 -2.767 -1.808  -1.4781
C: 2.594 -4.605 3.087  -1.9661
As: 4.500 -4.048 3.361  0.3083
C: 5.234 -4.658 1.643  -1.0680
C: 4.615 -2.112 2.968  -0.9521
H: -1.277 -2.983 4.840  0.3858
H: -2.244 -2.970 3.350  0.3468
H: -2.386 -1.640 4.509  0.4952
H: 0.387 -0.832 5.591  0.4412
H: -0.623 0.470 4.938  0.4094
H: 1.094 0.368 4.500  0.3382
H: 1.284 -2.828 4.384  0.7708
H: 2.152 -1.837 3.237  -0.4571
H: -0.647 -4.066 2.023  0.0664
H: -0.081 -4.851 3.498  0.4436
H: 0.342 -5.522 1.926  0.4572
H: 1.973 -4.446 0.507  0.6977
H: 2.900 -3.050 0.988  -0.3519
H: -0.355 -4.492 -0.753  0.4401
H: -0.994 -3.149 -1.717  0.4804
H: -1.447 -3.306 -0.011  0.3096
H: 2.236 -3.836 -1.823  0.5142
H: 2.971 -2.222 -1.769  0.3780
H: 1.513 -2.495 -2.727  0.4193
H: 2.694 -5.526 2.504  0.5504
H: 2.256 -4.917 4.078  0.5655
H: 5.162 -5.744 1.598  0.3466
H: 6.289 -4.392 1.606  0.4219
H: 4.730 -4.232 0.775  0.2369
H: 4.242 -1.527 3.808  0.3204
H: 4.129 -1.793 2.044  0.0445
H: 5.683 -1.909 2.877  0.5544
N: -1.754 0.837 -0.734  0.2073
C: -2.441 1.916 -0.053  0.2653
C: -3.462 1.611 0.833  -0.9046
C: -4.089 2.628 1.537  -0.7773
C: -3.680 3.939 1.354  -0.9169
C: -2.652 4.231 0.472  -1.1258
C: -2.006 3.228 -0.255  1.4969
C: -0.888 3.566 -1.172  0.7233
C: -0.922 4.791 -1.841  -0.9029
C: 0.131 5.206 -2.641  -0.9823
C: 1.252 4.403 -2.794  -1.1057
C: 1.295 3.172 -2.159  -0.3073
C: 0.235 2.736 -1.360  1.4766
H: -2.130 -0.056 -0.421  0.2606
H: -1.892 0.872 -1.753  0.4342
H: -3.778 0.582 0.962  0.4602
H: -4.891 2.393 2.223  0.4537
H: -4.156 4.739 1.904  0.4543
H: -2.323 5.256 0.366  0.5613
H: -1.792 5.427 -1.746  0.5886
H: 0.073 6.160 -3.147  0.4435
H: 2.080 4.727 -3.410  0.5221
H: 2.164 2.545 -2.322  0.4141

***

Below is C22H25ClN4O4S in the gas phase, with properties calculated with the ωB97M-V functional and the def2-TZVPD basis.

Summary:
Relative energy (zero: lowest compared OMol25 entry of this formula, charge and spin) (kJ/mol): 13.6
Net charge: 0
Calculated total energy (a.u.): -2231.75697
SMILES: O=C1CCc2cc(S(=O)(=O)NCCC(=O)N3CCN(c4cccc(Cl)c4)CC3)ccc2N1

Each line ends with the Mulliken charge.
Atoms and positions in Å:
O: 7.933 3.099 -0.086  -0.6275
C: 6.822 2.649 0.063  0.4149
C: 5.805 3.176 1.051  -0.6860
C: 4.953 2.054 1.635  -0.7209
C: 4.350 1.236 0.531  0.4558
C: 3.101 0.649 0.618  -0.6602
C: 2.626 -0.124 -0.424  -0.1591
S: 1.047 -0.930 -0.259  1.8676
O: 0.528 -1.229 -1.566  -0.7571
O: 0.215 -0.161 0.627  -0.7575
N: 1.511 -2.341 0.516  -0.2557
C: 1.174 -3.603 -0.116  -0.9664
C: -0.335 -3.768 -0.377  -0.5192
C: -1.101 -3.190 0.803  0.5328
O: -0.719 -3.384 1.948  -0.7305
N: -2.205 -2.462 0.542  0.2186
C: -2.642 -2.068 -0.785  -0.5882
C: -3.975 -1.320 -0.713  -1.3281
N: -3.870 -0.149 0.123  0.3366
C: -4.427 1.052 -0.222  0.9931
C: -5.509 1.129 -1.113  -0.7970
C: -6.080 2.344 -1.430  -0.5406
C: -5.616 3.525 -0.872  -0.6336
C: -4.554 3.448 0.011  0.0360
Cl: -3.941 4.902 0.726  -0.2390
C: -3.956 2.248 0.339  -0.4746
C: -2.960 -0.264 1.245  -0.7453
C: -2.827 -1.732 1.630  -1.3365
C: 3.378 -0.335 -1.563  -0.7642
C: 4.627 0.249 -1.668  -1.1299
C: 5.114 1.036 -0.627  0.5173
N: 6.368 1.619 -0.715  -0.1087
H: 6.330 3.728 1.830  0.3341
H: 5.168 3.882 0.508  0.2979
H: 4.171 2.464 2.275  0.3922
H: 5.582 1.404 2.253  0.2723
H: 2.479 0.788 1.488  0.4808
H: 1.171 -2.322 1.469  0.4177
H: 1.715 -3.646 -1.063  0.2878
H: 1.538 -4.393 0.544  0.4638
H: -0.576 -4.829 -0.471  0.4116
H: -0.585 -3.258 -1.302  0.4376
H: -2.782 -2.956 -1.409  0.6302
H: -1.890 -1.418 -1.252  0.2563
H: -4.240 -1.020 -1.729  0.6757
H: -4.757 -2.000 -0.342  0.1870
H: -5.923 0.232 -1.543  0.3830
H: -6.912 2.374 -2.117  0.3691
H: -6.066 4.473 -1.113  0.4224
H: -3.114 2.248 1.010  0.4782
H: -1.959 0.122 1.006  0.4167
H: -3.366 0.295 2.093  0.6922
H: -3.809 -2.162 1.860  0.2670
H: -2.185 -1.840 2.506  0.5115
H: 2.967 -0.938 -2.356  0.5137
H: 5.229 0.100 -2.552  0.3581
H: 6.980 1.319 -1.464  0.1961

***

Below is a molecular structure, C29H31As2OYb, with properties calculated with the ωB97M-V functional and the def2-TZVPD basis.

Summary:
Relative energy (zero: lowest compared OMol25 entry of this formula, charge and spin) (kJ/mol): 0.0
Net charge: +2
2S+1: 2
Calculated total energy (a.u.): -6828.38880
⟨S²⟩: 0.7509

Each line ends with the Mulliken charge.
Atoms and positions in Å:
Yb: 0.000 0.000 0.000  0.2787
C: -0.199 1.214 2.767  -1.2407
C: 0.053 -0.174 3.410  -0.7198
As: 0.955 -1.800 1.904  0.2917
C: 2.415 -0.698 1.549  0.5550
C: 3.124 0.163 2.445  -0.4419
C: 4.288 0.813 1.979  -0.8989
C: 4.705 0.665 0.661  -0.6039
C: 3.989 -0.157 -0.210  -0.6845
C: 2.827 -0.825 0.245  -0.2168
C: 1.065 -2.597 3.778  0.5356
C: 2.115 -2.426 4.655  -0.0010
C: 2.225 -3.215 5.805  -0.7854
C: 1.275 -4.215 6.068  -0.4722
C: 0.217 -4.416 5.189  -0.6726
C: 0.103 -3.623 4.037  -0.4460
As: -1.948 1.455 1.367  0.0756
C: -2.974 1.656 3.187  0.4645
C: -4.041 0.786 3.496  -0.2203
C: -4.857 1.037 4.611  -0.6522
C: -4.625 2.147 5.416  -0.4247
C: -3.562 3.012 5.127  -0.8458
C: -2.750 2.765 4.021  -0.1429
C: -1.637 2.753 0.391  1.0649
C: -1.583 4.071 0.858  -0.2151
C: -1.469 5.131 -0.046  -0.8956
C: -1.392 4.877 -1.416  -0.5622
C: -1.439 3.562 -1.884  -1.0349
C: -1.573 2.501 -0.982  -0.7143
H: 0.691 1.496 2.169  0.6789
H: -0.279 1.972 3.572  0.5147
H: 0.809 -0.026 4.214  0.3804
H: -0.881 -0.502 3.922  0.4120
H: 2.837 0.309 3.448  0.3925
H: 4.837 1.449 2.659  0.4258
H: 5.584 1.184 0.316  0.4446
H: 4.311 -0.268 -1.236  0.4168
H: 2.291 -1.453 -0.450  0.9790
H: 2.858 -1.669 4.474  0.2690
H: 3.042 -3.061 6.496  0.4185
H: 1.358 -4.821 6.958  0.4083
H: -0.518 -5.186 5.379  0.4045
H: -0.724 -3.789 3.363  0.3601
H: -4.227 -0.078 2.876  0.4074
H: -5.677 0.367 4.833  0.4058
H: -5.251 2.339 6.277  0.4080
H: -3.375 3.870 5.759  0.4082
H: -1.935 3.447 3.837  0.2148
H: -1.643 4.300 1.904  0.1961
H: -1.441 6.150 0.317  0.4433
H: -1.299 5.700 -2.114  0.4285
H: -1.378 3.366 -2.946  0.4664
H: -1.618 1.490 -1.363  1.3711
C: -1.169 -1.506 -3.993  -1.2544
C: -0.556 -0.763 -2.836  1.1637
C: 0.436 0.328 -3.136  -1.0556
O: -0.858 -1.042 -1.675  -0.6162
H: -0.791 -1.132 -4.948  0.3903
H: -2.254 -1.371 -3.972  0.3510
H: -0.919 -2.567 -3.911  0.3529
H: 0.586 0.442 -4.212  0.4118
H: 1.395 0.078 -2.675  0.2910
H: 0.061 1.274 -2.736  0.2579
H: 1.452 1.191 -0.636  0.0784